ORCA calculation (the ωB97M-V functional and the def2-TZVPD basis) on 2 unconnected molecules or ions with the total composition C11H20NP at a distorted geometry.

The calculation puts the calculated total energy at -826.98287 a.u. The value obtained for the HOMO-LUMO gap (spin up / spin down) is 0.3277 / 0.2536 Eh. As for the spin multiplicity: 1.

```
33
Properties=species:S:1:pos:R:3:forces:R:3
C 3.8267 0.1716 -0.4864 -0.98 -1.31 0.05
C 4.9454 -0.6537 0.0879 0.93 1.10 -2.11
C 3.7091 -0.5868 0.8032 -1.85 1.20 1.39
C -0.4699 2.1293 -0.3211 0.77 0.25 -0.07
C -0.8913 0.8730 -1.0331 -1.14 0.20 0.34
C 3.5735 0.2174 2.0781 2.83 -0.50 -0.08
C -1.1078 2.5637 1.0411 0.88 0.84 -0.25
C -0.8035 -2.1147 -0.2388 -1.50 2.43 0.89
C -3.3448 0.6919 -1.0040 -2.73 0.44 1.65
C -1.8823 -1.4148 -1.0912 1.34 -0.84 -0.92
C -2.0889 0.0049 -0.5715 0.32 -1.15 1.26
N 0.2547 0.8784 -0.1639 0.73 -0.48 -0.62
P 2.9362 0.9509 -1.5838 -0.19 0.30 0.01
H 5.0838 -1.4924 -0.5357 0.31 -1.16 -0.40
H 5.8351 -0.0839 0.1739 0.79 0.38 1.05
H 3.1790 -1.5146 0.9185 -0.45 -0.27 -0.65
H 0.2193 2.8362 -0.9460 -1.81 -0.83 1.24
H -0.9006 0.8266 -2.1386 0.85 0.16 0.54
H 2.6420 0.2168 2.5760 -1.26 0.33 -0.11
H 4.0714 1.2132 1.9962 -0.64 -0.69 0.17
H 4.2087 -0.4394 2.6873 0.10 0.64 0.78
H -2.2001 2.7919 1.0069 0.87 -0.37 -0.08
H -0.5852 3.5142 1.3428 -0.56 -0.89 -0.07
H -0.8646 1.7808 1.8128 -0.45 0.78 -0.80
H 0.1056 -1.5844 -0.2212 1.25 0.75 -0.44
H -0.6444 -3.0498 -0.6122 0.44 -2.81 -0.52
H -1.0947 -2.0612 0.8180 -0.24 -0.68 -0.15
H -3.3161 0.9599 -2.0423 0.20 0.59 -0.52
H -3.4791 1.5826 -0.3033 0.07 -0.75 -1.41
H -4.3661 0.1339 -0.9165 2.01 0.37 0.15
H -1.5324 -1.4651 -2.1614 -0.27 0.48 0.76
H -2.7334 -2.0971 -1.1030 -0.55 0.55 0.32
H -2.0792 -0.1810 0.5632 -0.04 0.92 -1.40
```
Positions in Å, forces in eV/Å.

These are the Mulliken partial charges, in e, on atoms 1 to 6: 0.04 -0.40 0.26 0.20 -0.22 -1.29